# 1
Molecular formula: C55H44AlI4N6O3Sb
Method: DFT, wB97M-V/def2-TZVPD

**E_tot**: -4350.280739 a.u.
**Gap between HOMO and LUMO**: 0.214 Eh
**LUMO energy**: -1.46 eV
**Highest occupied orbital energy**: -7.28 eV

```
! wB97M-V def2-TZVPD RIJCOSX def2/J DEFGRID3
* xyz 0 1
Al -0.16 0.44 0.08
I -4.24 9.26 -0.10
C -3.49 7.30 0.03
C -2.12 7.10 0.09
C -1.63 5.80 0.16
C -2.49 4.71 0.17
C -3.86 4.94 0.11
C -4.37 6.23 0.04
C -1.94 3.33 0.20
C -1.79 2.66 -1.01
C -2.22 3.14 -2.29
C -2.15 2.09 -3.15
C -1.68 0.97 -2.39
C -1.73 -0.36 -2.81
C -2.23 -0.63 -4.19
C -1.41 -0.38 -5.29
C -1.87 -0.58 -6.58
C -3.17 -1.03 -6.77
I -3.89 -1.30 -8.73
C -3.99 -1.30 -5.69
C -3.52 -1.10 -4.41
C -1.34 -1.42 -2.00
N -0.67 -1.29 -0.82
C -0.16 -2.52 -0.55
C 0.88 -2.78 0.33
C 1.49 -4.13 0.33
C 2.67 -4.36 -0.37
C 3.25 -5.62 -0.40
C 2.64 -6.66 0.29
I 3.53 -8.57 0.27
C 1.47 -6.46 0.99
C 0.89 -5.19 1.01
C 1.37 -1.82 1.22
C 2.34 -2.07 2.25
C 2.24 -1.05 3.14
C 1.22 -0.17 2.65
N 0.76 -0.62 1.44
C 0.57 0.81 3.39
C -0.46 1.59 2.88
C -1.07 2.68 3.60
C -1.76 3.41 2.69
C -1.57 2.77 1.42
N -0.86 1.62 1.57
C 1.01 1.07 4.79
C 2.20 1.75 5.04
C 2.58 2.05 6.34
C 1.77 1.67 7.39
I 2.32 2.16 9.36
C 0.59 0.97 7.16
C 0.21 0.68 5.86
C -0.66 -3.49 -1.49
C -1.39 -2.80 -2.40
N -1.40 1.35 -1.11
H -1.44 7.94 0.08
H -0.56 5.64 0.21
H -4.54 4.10 0.12
H -5.43 6.39 0.00
H -2.54 4.15 -2.49
H -2.42 2.07 -4.19
H -0.39 -0.04 -5.12
H -1.23 -0.38 -7.42
H -5.00 -1.65 -5.86
H -4.16 -1.30 -3.56
H 3.12 -3.55 -0.92
H 4.15 -5.79 -0.97
H 0.99 -7.27 1.52
H -0.03 -5.03 1.55
H 2.97 -2.94 2.31
H 2.77 -0.92 4.07
H -0.95 2.88 4.65
H -2.32 4.31 2.85
H 2.82 2.05 4.21
H 3.49 2.60 6.52
H -0.04 0.67 7.99
H -0.71 0.14 5.67
H -0.44 -4.54 -1.48
H -1.90 -3.18 -3.27
C -3.42 -3.38 1.78
Sb -2.28 -1.62 2.31
C -1.00 -2.76 3.65
C -3.64 -1.11 3.92
H -3.64 -3.97 2.67
H -2.86 -3.99 1.07
H -4.36 -3.09 1.31
H -1.58 -3.53 4.16
H -0.56 -2.10 4.39
H -0.20 -3.23 3.09
H -3.87 -1.99 4.52
H -4.57 -0.71 3.50
H -3.20 -0.35 4.56
C 4.89 -1.10 -1.20
C 4.51 -0.86 -2.66
C 3.40 0.19 -2.81
C 3.10 0.45 -4.31
C 2.04 1.54 -4.51
C 3.89 1.50 -2.22
O 4.91 2.04 -2.56
N 3.08 2.05 -1.24
C 1.92 1.49 -0.79
O 1.24 2.05 0.09
N 1.46 0.33 -1.24
C 2.12 -0.39 -2.20
O 1.72 -1.47 -2.59
H 5.60 -1.92 -1.13
H 4.01 -1.35 -0.60
H 5.36 -0.21 -0.77
H 4.15 -1.78 -3.11
H 5.39 -0.52 -3.22
H 2.75 -0.49 -4.74
H 4.03 0.74 -4.80
H 1.14 1.33 -3.92
H 1.75 1.60 -5.56
H 2.42 2.52 -4.21
H 3.37 2.93 -0.83
*
```

# 2
Molecular formula: C55H44BaGeN6O4
Method: DFT, wB97M-V/def2-TZVPD

**E_tot**: -4854.141810 a.u.
**Gap between HOMO and LUMO (spin up / spin down)**: 0.158 / 0.145 Eh
**LUMO energy (spin up / spin down)**: 4.06 / 4.04 eV
**Highest occupied orbital energy (spin up / spin down)**: -0.25 / 0.09 eV

```
! wB97M-V def2-TZVPD RIJCOSX def2/J DEFGRID3
* xyz -2 1
Ba 0.70 1.28 -0.77
O -1.38 5.26 -2.05
C -2.52 4.83 -2.63
C -3.41 5.79 -3.11
C -4.61 5.41 -3.70
C -4.91 4.06 -3.83
C -4.03 3.10 -3.36
C -2.82 3.45 -2.75
C -1.87 2.44 -2.27
O -0.82 2.82 -1.57
N -2.07 1.19 -2.62
N -1.11 0.37 -2.12
C -0.91 -0.81 -2.67
C 0.21 -1.56 -2.27
C 0.69 -2.67 -3.01
C 1.87 -3.28 -2.67
C 2.58 -2.81 -1.54
C 2.03 -1.75 -0.84
N 0.91 -1.12 -1.17
H -0.95 4.41 -1.69
H -3.15 6.83 -3.01
H -5.30 6.17 -4.05
H -5.85 3.76 -4.29
H -4.25 2.05 -3.46
H -1.53 -1.18 -3.49
H 0.12 -3.00 -3.88
H 2.25 -4.10 -3.26
H 3.52 -3.25 -1.24
H 2.54 -1.39 0.05
C 4.64 0.12 -3.31
O 4.97 0.34 -1.95
C 3.79 0.70 -1.33
N 2.80 1.00 -2.14
C 3.31 0.86 -3.51
C 2.35 0.23 -4.50
C 1.03 0.68 -4.55
C 0.15 0.20 -5.50
C 0.57 -0.74 -6.43
C 1.88 -1.20 -6.39
C 2.76 -0.71 -5.44
C 3.78 0.76 0.08
C 4.95 0.56 0.86
C 4.86 0.67 2.22
C 3.62 0.97 2.83
C 2.52 1.15 2.00
N 2.57 1.07 0.67
C 1.18 1.48 2.56
N 0.04 1.68 1.68
C -0.66 2.86 2.20
C -0.03 3.08 3.59
O 1.28 2.57 3.48
C -2.16 2.68 2.22
C -2.78 1.97 1.20
C -4.15 1.77 1.21
C -4.93 2.30 2.23
C -4.32 3.04 3.23
C -2.95 3.23 3.23
H 4.53 -0.96 -3.49
H 5.45 0.51 -3.94
H 3.51 1.87 -3.89
H 0.68 1.41 -3.82
H -0.87 0.56 -5.51
H -0.12 -1.12 -7.17
H 2.22 -1.94 -7.10
H 3.78 -1.07 -5.44
H 5.88 0.35 0.36
H 5.74 0.54 2.84
H 3.51 1.09 3.90
H -0.42 3.71 1.54
H -0.59 2.52 4.34
H 0.04 4.13 3.89
H -2.18 1.57 0.39
H -4.61 1.21 0.41
H -6.00 2.14 2.24
H -4.92 3.46 4.03
H -2.49 3.81 4.02
C 0.00 0.59 2.73
Ge 0.09 -1.32 2.32
C 1.77 -2.21 2.91
C 2.29 -1.78 4.13
C 3.51 -2.25 4.61
C 4.24 -3.16 3.86
C 3.74 -3.61 2.65
C 2.52 -3.13 2.18
C -1.15 -1.95 3.78
C -0.95 -3.09 4.56
C -1.92 -3.52 5.47
C -3.11 -2.83 5.59
C -3.32 -1.69 4.83
C -2.35 -1.26 3.94
C -0.90 -2.37 0.93
C -1.99 -1.76 0.31
C -2.80 -2.46 -0.58
C -2.53 -3.79 -0.87
C -1.46 -4.41 -0.24
C -0.66 -3.71 0.65
H 1.72 -1.07 4.72
H 3.90 -1.89 5.55
H 5.20 -3.52 4.22
H 4.30 -4.33 2.07
H 2.16 -3.47 1.21
H -0.02 -3.64 4.47
H -1.74 -4.41 6.07
H -3.87 -3.18 6.29
H -4.25 -1.14 4.92
H -2.50 -0.35 3.37
H -2.21 -0.72 0.52
H -3.62 -1.95 -1.06
H -3.14 -4.33 -1.57
H -1.24 -5.46 -0.46
H 0.16 -4.23 1.14
*
```